(1)
# C19H28BrO2Pb

A molecular structure, C19H28BrO2Pb (ωB97M-V/def2-TZVPD, the Open Molecules 2025 dataset).

```
51
Properties=species:S:1:pos:R:3:mulliken_charge:R:1
O -0.99904 -1.64075 -2.66478 -0.383
C -1.48908 -1.60658 -4.05008 -0.085
C -2.13556 -2.98599 -3.93942 -1.041
H -0.66937 -1.54178 -4.78621 -0.172
H -2.16633 -0.75416 -4.14385 0.376
C -1.58139 -2.95417 -2.48045 1.878
H -1.68567 -3.74968 -4.58947 0.309
H -3.22798 -2.97037 -3.98186 0.342
C -0.57694 -4.02467 -2.11995 -1.016
H 0.19296 -4.14672 -2.89377 -0.050
H -1.11588 -4.98225 -2.01711 0.412
H -0.11128 -3.79377 -1.15070 -0.029
C -2.67281 -2.91790 -1.42426 -1.774
H -3.49211 -2.23793 -1.70419 0.353
H -2.27769 -2.63968 -0.43187 0.248
H -3.08540 -3.94695 -1.36028 0.478
Pb 2.83794 -1.95688 -3.21545 0.492
C -1.36850 1.51570 0.45315 -0.421
C -0.26867 2.17007 -0.17654 -0.376
C -0.34033 1.90389 -1.56960 -0.954
H 0.50594 2.74566 0.32790 0.390
C -1.47753 1.08059 -1.79414 0.088
C -2.09491 0.80252 -0.54211 -0.577
H -2.95984 0.16837 -0.38318 0.373
H -1.61103 1.55355 1.50987 0.477
H 0.34054 2.27748 -2.32534 0.411
H -1.82288 0.74737 -2.75621 0.445
C 0.82177 -0.22938 1.83443 -0.546
C -0.17190 -1.25282 1.93347 -0.544
C 0.27642 -2.37743 1.18031 -0.721
H -1.11552 -1.17638 2.48237 0.381
C 1.52436 -2.02371 0.57499 -0.428
C 1.85968 -0.68816 0.97474 -0.841
H 2.75400 -0.12793 0.68213 0.358
H 0.78610 0.75039 2.31299 0.563
H -0.21653 -3.34852 1.11252 0.592
H 2.14061 -2.66963 -0.06108 0.510
O 1.91152 -2.71358 -5.17644 -0.219
C 1.18434 -3.85346 -5.80234 -0.099
C 1.70846 -3.97775 -7.22679 -0.588
H 0.10333 -3.62726 -5.78136 -0.138
H 1.35376 -4.75835 -5.20304 0.364
C 2.77536 -2.88003 -7.40906 -0.609
H 0.87648 -3.88255 -7.94405 0.294
H 2.16494 -4.96326 -7.38250 0.269
C 2.73748 -1.99079 -6.17918 -0.442
H 2.67085 -2.31170 -8.33820 0.312
H 3.77082 -3.35104 -7.42882 0.279
H 2.29972 -0.99102 -6.33322 0.323
H 3.76540 -1.87040 -5.79393 0.322
Br 4.28679 0.10332 -3.99953 -0.584
```

For the relative energy (zero: lowest compared OMol25 entry of this formula, charge and spin), the calculation gives 137.27 kJ/mol. As for the net charge: -1. The calculation puts the frontier orbital gap (alpha / beta) at 5.1 / 4.5 eV. Its calculated total energy is -99538.310 eV.

=====

(2)
# C19H28ClLuN6O2

A molecular structure, C19H28ClLuN6O2 (ωB97M-V/def2-TZVPD, the Open Molecules 2025 dataset).

```
57
Properties=species:S:1:pos:R:3:mulliken_charge:R:1
Lu 0.19740 -0.52337 0.32411 1.503
Cl 6.00700 -1.99864 4.52341 -0.164
C 4.74603 -1.91599 3.35545 -0.035
C 4.98335 -2.37144 2.05018 -0.431
C 4.00495 -2.33170 1.08028 -0.623
C 2.73632 -1.82471 1.37899 0.490
O 1.79431 -1.81008 0.44688 -0.735
C 2.48949 -1.34334 2.70058 1.001
C 1.25508 -0.80935 3.15163 -0.071
O 0.23770 -0.56702 2.44642 -0.668
C 3.51402 -1.41685 3.68270 -1.010
H 5.96160 -2.76854 1.81301 0.460
H 4.20055 -2.70980 0.08677 0.491
H 1.16737 -0.57277 4.21642 0.437
H 3.31911 -1.06947 4.68848 0.420
C -4.91668 -0.65724 0.77092 -1.009
N -4.21592 -1.45107 -0.23417 0.050
C -4.81499 -2.72720 -0.65529 -0.629
C -3.66304 -3.45237 -1.35399 -0.646
N -2.49910 -2.69142 -0.89698 0.098
C -1.17018 -2.91829 -1.40558 -1.295
C -2.87894 -1.50777 -0.37281 0.529
N -1.97214 -0.58933 -0.09042 -0.264
C -2.29638 0.83082 0.13486 -1.296
C -1.44841 1.74853 -0.74799 -0.471
N -0.00087 1.55953 -0.52842 -0.336
C 0.85792 2.45614 -1.00237 0.399
N 2.17077 2.38153 -0.66821 0.144
C 2.76099 1.24596 -0.02471 -1.366
C 2.96825 3.30030 -1.47571 -0.615
C 1.90830 4.29704 -1.91017 -0.729
N 0.67361 3.50803 -1.82963 0.019
C -0.55414 4.15969 -2.27388 -0.932
H -5.61668 -1.30733 1.29477 0.355
H -5.47562 0.16072 0.31852 0.320
H -4.21754 -0.26592 1.50655 0.404
H -5.66451 -2.55834 -1.31353 0.361
H -5.15651 -3.26950 0.22930 0.394
H -3.74115 -3.39763 -2.44214 0.329
H -3.58829 -4.49570 -1.05432 0.393
H -1.15255 -3.84734 -1.97226 0.411
H -0.43740 -3.07025 -0.59737 0.428
H -0.84969 -2.11259 -2.07941 0.380
H -2.16587 1.09500 1.19327 0.145
H -3.33697 1.05480 -0.10129 0.550
H -1.75207 2.76894 -0.51100 0.571
H -1.72385 1.55631 -1.78930 0.379
H 2.24987 1.03493 0.92671 0.539
H 3.78382 1.47792 0.26704 0.365
H 2.79063 0.34714 -0.65764 0.427
H 3.41996 2.77593 -2.32349 0.348
H 3.75660 3.75265 -0.87792 0.362
H 2.05480 4.66035 -2.92482 0.418
H 1.85038 5.15168 -1.22993 0.349
H -0.27362 4.84459 -3.07040 0.335
H -1.02463 4.73772 -1.47791 0.364
H -1.25238 3.44608 -2.69415 0.355
```

For the relative energy (zero: lowest compared OMol25 entry of this formula, charge and spin), the calculation gives 0.00 kJ/mol. As for the net charge: +2. The calculation puts the frontier orbital gap at 7.5 eV. Its calculated total energy is -79326.283 eV.

=====

(3)
# C19H28ClMoN5O7

A molecular structure, C19H28ClMoN5O7 (ωB97M-V/def2-TZVPD, the Open Molecules 2025 dataset).

```
61
Properties=species:S:1:pos:R:3:mulliken_spin:R:1
Mo -1.26146 0.33638 -1.47037 2.275
N 2.48775 0.92193 -0.56499 0.001
C 2.59056 -0.49483 -0.25868 0.001
C 3.27469 -1.23798 -1.41900 -0.002
C 3.41056 -2.75753 -1.33372 0.000
C 4.29911 -3.28227 -0.20866 0.000
N 3.56106 -3.33946 1.05371 0.000
C 4.02365 -3.89234 2.15956 0.000
N 5.25794 -4.39377 2.21064 0.000
N 3.25039 -3.93385 3.25116 0.000
C 1.21864 -1.12145 -0.00257 -0.021
O 1.08540 -2.10744 0.69871 0.025
O 0.20894 -0.56740 -0.62448 -0.011
H 3.01032 1.16429 -1.39636 0.000
H 2.81933 1.50658 0.18921 0.000
H 3.15424 -0.66278 0.66405 0.002
H 4.26783 -0.79446 -1.53069 0.000
H 2.72482 -0.99672 -2.33434 0.001
H 3.84910 -3.09385 -2.27357 0.000
H 2.43263 -3.24140 -1.27102 0.000
H 5.18093 -2.64305 -0.09558 0.000
H 4.63818 -4.28850 -0.46657 0.000
H 2.61663 -2.94290 1.05836 0.000
H 5.87423 -4.33979 1.41931 0.000
H 5.60598 -4.84285 3.04006 0.000
H 2.28105 -3.67265 3.18912 0.000
H 3.55223 -4.40592 4.08550 0.000
O -4.77569 2.17437 -2.70191 0.008
Cl -4.22526 1.07934 -2.01941 0.003
O -4.98462 -0.11438 -2.12418 0.006
O -3.89286 1.37338 -0.64970 0.010
O -2.85328 0.78937 -2.68945 -0.036
C -5.00352 -2.12592 1.43282 0.000
N -3.81102 -1.45625 0.90381 0.005
C -3.14973 -0.52022 1.80608 -0.001
C -3.41156 -1.70599 -0.30475 0.007
O -2.42905 -1.16150 -0.90164 0.048
H -5.66061 -1.37352 1.86447 0.000
H -4.71516 -2.84082 2.20143 0.000
H -5.53039 -2.63283 0.62951 0.000
H -3.75676 0.37603 1.90801 0.000
H -2.16719 -0.26080 1.42281 0.005
H -3.03781 -1.00368 2.77537 0.000
H -3.95743 -2.46987 -0.85321 -0.002
C -1.78279 5.78471 1.02222 -0.001
C -2.11005 4.55945 1.62881 0.002
C -1.84317 3.37367 0.99385 -0.012
C -1.23410 3.38144 -0.27052 -0.078
C -0.93087 2.21030 -1.01078 -0.146
C -0.34946 2.26787 -2.25463 -0.029
C -0.01552 3.48361 -2.87964 0.026
C -0.29764 4.62406 -2.18296 -0.014
C -0.89854 4.61251 -0.88857 0.002
C -1.18965 5.81401 -0.21269 -0.007
H -2.00655 6.70984 1.53543 0.000
H -2.58197 4.55800 2.60205 0.000
H -2.10292 2.42924 1.45225 -0.015
H -0.12193 1.33498 -2.83070 -0.055
H 0.42791 3.50998 -3.86364 0.001
H -0.07296 5.58600 -2.62759 0.000
H -0.94259 6.75765 -0.68175 -0.001
```

For the relative energy (zero: lowest compared OMol25 entry of this formula, charge and spin), the calculation gives 0.00 kJ/mol. As for the net charge: +2. The calculation puts the frontier orbital gap (alpha / beta) at 6.6 / 7.1 eV. As for the spin multiplicity: 3. Its calculated total energy is -56298.194 eV.

=====

(4)
# C19H28ClN5O8S2Sr

A molecular structure, C19H28ClN5O8S2Sr (ωB97M-V/def2-TZVPD, the Open Molecules 2025 dataset).

```
64
Properties=species:S:1:pos:R:3:mulliken_charge:R:1
Sr -0.44406 0.56842 0.15611 2.721
O -1.90520 1.99723 1.68883 -0.535
Cl -2.71980 1.74221 0.50108 1.485
O -3.98694 2.38713 0.57037 -0.674
O -2.84710 0.29032 0.36019 -0.504
O -1.93729 2.22077 -0.65378 -0.604
C -0.97245 -3.17656 -1.57579 -0.823
N -1.61534 -2.44683 -2.65489 0.300
C -2.15448 -3.24528 -3.74745 -0.700
C -3.29232 -2.51474 -4.41639 -0.688
C -2.78639 -1.15934 -4.84803 -0.637
N -2.20373 -0.45436 -3.71301 0.289
C -2.18366 0.99612 -3.79701 -0.943
C -1.57509 -1.09048 -2.69068 -0.089
O -0.98973 -0.44131 -1.80665 -0.616
H -1.63532 -3.98258 -1.25773 0.440
H -0.77561 -2.53249 -0.72749 -0.054
H -0.02545 -3.61494 -1.90359 0.360
H -2.48513 -4.19449 -3.32855 0.368
H -1.37079 -3.47015 -4.48042 0.291
H -4.11708 -2.39243 -3.71023 0.303
H -3.65405 -3.07797 -5.27666 0.370
H -3.59446 -0.54350 -5.24225 0.354
H -2.04506 -1.27214 -5.64741 0.288
H -3.18841 1.34968 -4.02879 0.389
H -1.50746 1.33762 -4.58683 0.311
H -1.87956 1.41921 -2.84886 0.127
N 0.93899 1.91859 7.99978 -0.563
C 1.20599 1.81420 6.63987 1.112
C 0.30429 2.33431 5.70316 -0.806
C 0.56855 2.24809 4.35317 -0.590
C 1.75790 1.65680 3.91987 -0.424
C 2.66464 1.15199 4.83906 -0.411
C 2.39382 1.23821 6.19435 -0.709
S 2.00326 1.34404 2.21800 1.545
O 3.36351 0.89348 2.06409 -0.750
O 1.56446 2.50169 1.45949 -0.847
N 0.94057 0.21941 1.84781 -0.485
C 1.03943 -1.12944 2.02362 0.273
S 2.20375 -2.00702 2.98721 -0.079
C 1.42457 -3.48411 2.56817 -0.353
C 0.38441 -3.23467 1.74708 -0.706
N 0.15796 -1.91456 1.42299 -0.348
H -0.02558 2.04777 8.25468 0.222
H 1.42823 1.27778 8.60141 0.221
H -0.61305 2.80171 6.04515 0.296
H -0.14334 2.63283 3.63065 0.376
H 3.58464 0.70081 4.48749 0.524
H 3.10614 0.85251 6.91550 0.285
H 1.77816 -4.43290 2.93836 0.410
H -0.27052 -3.99451 1.33995 0.395
C 1.68697 2.06984 -3.15443 -0.254
C 2.38466 0.68021 -3.13216 -0.513
C 2.45022 0.33203 -1.64243 -0.753
O 1.39311 1.09876 -1.05605 -0.086
C 1.48074 2.39556 -1.67477 -0.726
H 0.72395 1.99874 -3.65800 -0.102
H 2.27612 2.83607 -3.65712 0.401
H 3.38029 0.70278 -3.57390 0.359
H 1.78968 -0.05495 -3.67319 0.108
H 3.39399 0.64449 -1.19482 0.344
H 2.28041 -0.71810 -1.41459 0.392
H 2.32466 2.93167 -1.24295 0.276
H 0.56635 2.94677 -1.46059 0.439
```

For the relative energy (zero: lowest compared OMol25 entry of this formula, charge and spin), the calculation gives 207.53 kJ/mol. As for the net charge: 0. The calculation puts the frontier orbital gap at 8.0 eV. Its calculated total energy is -79012.396 eV.